Here is C38H34InN6O4 as an isolated structure in a non-equilibrium geometry from the OMol25 dataset. Energies are from the ωB97M-V functional and the def2-TZVPD basis.

The geometry in XYZ format:
```
83
Properties=species:S:1:pos:R:3:forces:R:3:mulliken_charge:R:1
In 0.186681 -0.918466 1.550100 -0.4 -0.2 -0.4 1.975
O -1.156588 1.093646 1.044390 -0.1 -0.3 0.1 -0.747
O -1.543342 -1.504242 0.171749 0.4 0.1 0.2 -0.729
O -0.898025 5.105783 -3.215376 0.2 0.9 -2.4 -0.473
O -0.352319 -3.116862 1.714764 -0.1 0.2 0.2 -0.515
N -0.722394 -1.023392 3.626179 -0.1 0.0 -0.4 0.073
N -0.694328 0.188182 -5.824735 0.2 -0.3 -0.4 -0.665
N 0.905861 1.016504 2.739782 0.1 -0.2 -0.3 0.079
N 0.611241 -0.103882 -0.634874 0.3 0.1 0.5 1.148
N 2.148706 -1.973617 1.912355 -0.4 0.2 -0.1 0.140
N -0.852875 -0.918780 -5.261020 0.0 0.0 -0.4 -0.568
C -0.850093 -1.090474 -3.880998 0.0 -0.3 0.7 0.127
C -2.026846 -4.748637 1.634303 0.0 -0.1 -0.1 -0.753
C 1.530331 0.769485 -0.981871 -0.2 0.0 0.0 -0.893
C 3.263215 -3.830875 2.557274 0.0 0.0 0.0 -0.959
C -1.654543 2.907227 -3.478781 -0.2 0.0 -0.2 -0.339
C -1.424034 -3.582674 2.209202 0.0 -0.1 0.1 0.583
C 3.710930 -3.479958 1.266267 0.0 0.0 0.0 -0.997
C -3.111297 -5.356874 2.196809 0.1 0.1 0.1 -0.472
C -1.634107 -1.846373 4.012570 0.1 0.1 0.2 -0.511
C -1.604149 1.665287 -4.070783 -0.2 0.3 -0.3 0.462
C -0.670459 2.193266 0.641383 -0.1 0.1 0.0 0.579
C -0.753419 4.083170 -0.922986 -0.5 -0.4 1.0 -0.298
C -0.011114 -0.407575 -2.948210 0.2 -0.4 0.2 0.501
C -3.160920 -3.727695 3.946788 0.0 0.1 0.0 -0.868
C -1.286163 -1.465563 -1.063711 -0.3 -0.1 -0.1 1.111
C -1.757946 -2.029456 -3.384277 0.2 0.4 -0.3 -0.122
C -2.066499 -3.041316 3.375217 -0.1 -0.2 -0.2 0.879
C 0.090054 3.689056 -4.932509 0.1 0.2 0.1 -0.697
C 0.474049 2.833374 1.241878 -0.1 -0.1 -0.2 0.537
C -0.699300 1.406557 -5.110761 -0.4 0.8 0.3 -1.111
C 0.116497 2.444093 -5.547001 -0.2 -0.3 0.0 -0.395
C 1.018550 2.253510 2.429599 0.0 0.0 0.1 -0.723
C -3.681587 -4.861389 3.389276 -0.2 -0.1 0.1 -0.703
C -2.016261 -2.181151 -2.037755 -0.1 0.0 0.3 -1.098
C 2.304049 -2.913606 2.918223 0.4 -0.2 0.1 0.797
C 0.086395 6.080568 -3.469754 0.1 0.2 -0.1 -1.172
C 3.225240 -1.606712 -0.375806 -0.1 -0.2 0.1 -1.144
C -0.792234 3.922003 -3.888192 0.0 -0.2 -0.4 0.342
C -1.256852 2.897708 -0.459900 0.2 -0.1 0.4 -0.568
C 1.013759 0.605383 4.110943 0.0 -0.1 0.2 -1.043
C 1.586082 -3.000523 4.231341 -0.1 0.1 -0.2 -1.104
C 0.929349 4.078118 0.776523 0.1 0.0 0.0 -0.897
C -0.195458 -0.641414 -1.564180 0.0 0.0 -0.5 -0.938
C 1.072299 0.425099 -3.298516 0.3 -0.1 0.2 -0.554
C -0.385741 0.100418 4.482525 0.1 0.2 0.2 -0.941
C 0.350238 4.699243 -0.301550 0.1 0.0 0.0 -0.895
C 1.795996 1.058822 -2.322447 -0.1 0.0 -0.2 -1.737
C 3.007877 -2.357973 0.899754 0.3 0.1 0.0 0.590
H 0.796551 2.254008 -6.368585 0.0 0.0 0.0 0.413
H 2.407194 -1.748387 -1.086668 0.1 0.1 0.0 0.093
H -4.524858 -5.365179 3.843908 0.0 0.0 0.0 0.374
H 0.762751 4.463361 -5.277333 0.0 0.0 0.0 0.417
H 0.010432 6.481683 -4.485727 0.0 0.0 0.0 0.352
H 2.103800 1.225558 -0.186749 0.0 0.0 0.0 0.799
H -0.095207 6.882591 -2.757803 0.0 0.0 0.0 0.322
H 1.308782 1.423243 4.780504 0.0 0.0 -0.1 0.618
H 0.729260 5.645815 -0.665602 0.0 0.0 0.0 0.310
H 1.549017 -2.058259 4.776217 -0.1 0.0 0.1 0.092
H 1.093909 5.681821 -3.316365 -0.1 0.0 0.0 0.438
H 3.591221 -4.661604 3.165590 0.0 0.0 0.0 0.434
H -1.212599 4.559679 -1.783157 0.1 -0.4 1.7 1.183
H -1.575897 -5.119344 0.722211 0.0 0.0 0.0 0.433
H 1.732800 -0.209932 4.185518 0.1 0.0 0.1 0.185
H 0.567066 -3.369315 4.110341 0.0 0.0 0.0 0.107
H -2.340177 -2.576976 -4.116635 0.0 0.0 0.0 0.382
H 2.126652 -3.711395 4.857207 0.0 0.0 0.0 0.457
H -3.601792 -3.321833 4.853001 0.0 0.0 0.0 0.325
H -2.274991 0.883972 -3.738640 0.0 0.1 0.0 0.404
H 2.594912 1.741654 -2.577329 0.0 0.0 0.0 0.444
H -0.425811 -0.175160 5.542363 0.0 -0.1 0.0 0.559
H -2.101911 2.423870 -0.946390 0.0 -0.1 0.3 0.506
H 4.137308 -1.976260 -0.844445 0.0 0.0 0.0 0.416
H 3.349299 -0.539873 -0.191875 0.1 -0.1 -0.1 0.213
H 1.469450 2.940210 3.161089 0.0 0.0 0.0 0.253
H -2.345234 3.111084 -2.669912 0.0 -0.1 -0.4 1.181
H 4.450900 -3.989500 0.666419 0.0 0.1 0.0 0.408
H -2.131589 -1.628129 4.966180 0.0 0.0 0.0 0.233
H -3.546233 -6.230853 1.725247 0.0 0.0 0.0 0.385
H -2.808562 -2.832741 -1.692802 0.1 0.0 0.0 0.485
H 1.781195 4.534289 1.273664 0.0 0.0 0.0 0.394
H 1.344343 0.553648 -4.334935 0.0 0.0 0.1 0.789
H -1.090490 0.921231 4.308292 0.0 0.0 0.0 0.304
```
Positions in Å, forces in eV/Å.

- ΔE to the lowest compared entry with this formula, charge and spin (kcal per mole) = 21.9
- E_LUMO (Eh) = 0.08489
- HOMO (eV) = -4.2
- net charge = -1
- calculated total energy (eV) = -62262.6175